Below is a structure of composition C45H47BaN5O4S2, with properties calculated with the ωB97M-V functional and the def2-TZVPD basis.

```
104
Properties=species:S:1:pos:R:3:mulliken_charge:R:1
Ba 1.0664 -0.6217 -1.2334 1.535
S 3.1766 -4.9706 0.5862 -0.266
S 3.7648 -2.3212 -0.4474 -0.392
O 1.1866 -0.6209 -3.7649 -0.990
O 3.3286 5.7738 -1.0995 -0.662
O -1.0677 -2.1419 -0.2476 -0.650
O -1.6483 -0.0714 -0.8767 -0.788
N 1.0694 2.2095 -2.2383 -0.090
N 1.0920 5.5179 -0.6902 -0.061
N 1.6177 -3.1418 -2.5109 -0.436
N 1.9555 -4.0984 -1.5503 -0.474
N 2.4506 6.5945 0.8305 -0.058
C 0.0842 -4.9266 -3.1993 -1.220
C -7.3422 -2.4418 1.2211 -1.500
C 0.7828 4.4857 -1.6126 0.100
C -4.9591 -1.8177 1.7555 -1.144
C -0.1133 -5.1075 0.7590 -0.031
C 4.1403 3.7602 2.7290 -1.385
C -0.2201 4.6424 -2.5508 -0.494
C -3.9049 -1.7421 -2.3963 -1.512
C -0.5641 3.5547 -3.3401 -0.727
C 0.1046 2.3570 -3.1493 0.102
C 2.3246 1.2091 0.8685 0.953
C -0.9061 -2.7262 -6.6475 -0.870
C -0.4261 -3.3740 -5.5236 -0.543
C -3.3188 -1.4982 0.0343 0.457
C -1.8924 -1.2035 -0.3944 0.307
C -1.3730 -5.0797 1.3381 -0.548
C 3.2147 1.8535 1.4268 -2.523
C 2.0287 -6.3177 0.1668 -0.829
C 0.6805 -6.2521 0.8360 0.805
C -1.0714 -7.3284 2.1173 -0.447
C 0.7320 -3.5643 -3.3488 1.066
C 0.0260 -0.6873 -5.7952 -0.670
C 0.2928 -2.7373 -4.5007 0.414
C -5.9347 -2.0934 0.8078 0.796
C 0.6305 7.2580 3.9762 -0.585
C -0.6750 -1.3559 -6.7681 -0.378
C -5.5797 -2.0641 -0.5365 -1.088
C 1.4113 3.2508 -1.4911 -0.204
C 2.3616 5.9193 -0.3808 0.187
C 0.3179 4.9655 3.4004 -1.007
C -2.5946 -1.2387 2.4250 -1.436
C 1.3912 7.4433 2.8333 -0.766
C -1.8579 -6.1901 2.0206 -0.745
C 0.0709 6.0189 4.2736 0.977
C 4.7630 1.4064 3.2833 -1.877
C 5.5869 2.4594 1.1690 -1.666
C 0.5540 -1.3232 -4.6259 0.274
C -0.7616 5.8274 5.5140 -1.494
C 1.1013 5.1281 2.2676 0.145
C 2.8412 -3.7428 -0.6776 0.199
C 4.4010 2.3676 2.1418 2.717
C 0.1864 -7.3558 1.5256 -0.701
C -3.6478 -1.5255 1.3880 1.076
C -4.2836 -1.7659 -0.9394 1.335
C 1.6329 6.3807 1.9679 -0.199
H 0.4583 8.0967 4.6429 0.360
H -1.9635 -4.1772 1.2381 0.504
H 5.6556 1.7547 3.8167 0.409
H 5.0215 4.1238 3.2708 0.485
H 0.7976 -8.2499 1.6007 0.283
H 0.2434 -4.2293 0.2356 0.290
H 1.3256 4.2721 1.6398 0.717
H -0.7242 5.5968 -2.6540 0.455
H 0.3402 5.8672 -0.1209 0.288
H -0.1269 1.4682 -3.7265 0.008
H 4.9517 0.4087 2.8858 0.375
H -8.0778 -1.9093 0.6145 0.360
H 3.9124 4.4674 1.9289 0.079
H -0.9746 -4.8663 -3.4488 0.424
H -1.4347 -8.1989 2.6527 0.333
H -5.2214 -1.8322 2.8099 0.241
H -0.1701 6.0003 6.4160 0.317
H -6.3309 -2.2801 -1.2917 0.310
H -2.1417 -0.2584 2.2619 0.332
H 1.8033 8.4182 2.5989 0.435
H 0.2283 0.3743 -5.8914 0.453
H 3.2948 3.7350 3.4191 0.313
H 2.1623 3.0670 -0.7278 0.311
H 5.8027 1.4771 0.7473 0.376
H -2.8418 -6.1647 2.4750 0.417
H 3.9349 1.3321 3.9906 0.372
H 1.9198 -6.2908 -0.9179 0.269
H -1.6046 6.5215 5.5364 0.339
H 0.5485 -5.6614 -3.8642 0.266
H -0.6052 -4.4379 -5.4450 0.308
H -4.7560 -1.9951 -3.0300 0.343
H -1.7872 -1.9688 2.3592 0.257
H -1.3497 3.6276 -4.0803 0.426
H 2.5336 -7.2463 0.4421 0.442
H -1.4492 -3.2729 -7.4087 0.360
H 5.3481 3.1357 0.3462 0.331
H 6.4816 2.8310 1.6827 0.402
H -1.0457 -0.8137 -7.6332 0.369
H -1.1590 4.8143 5.5647 0.349
H -7.5183 -2.1871 2.2672 0.350
H -7.5353 -3.5116 1.1033 0.276
H -3.0147 -1.2673 3.4315 0.391
H -3.0990 -2.4512 -2.5999 0.232
H 3.3600 6.9998 0.9790 0.306
H 0.1939 -5.2792 -2.1797 0.064
H -0.0832 3.9820 3.6163 0.386
H -3.5303 -0.7577 -2.6795 0.297
```

Results
total charge: -2
highest occupied orbital energy: -2.0 eV
energy relative to the best compared isomer or geometry (same formula, charge and spin): 0.327 eV
frontier orbital gap: 5.65 eV
E_LUMO: 0.1338 Ha
DFT total energy: -85437.5187 eV
spin multiplicity: 1



Below is a structure of composition C45H47ClN8O5PSSr at a distorted geometry, with properties calculated with the ωB97M-V functional and the def2-TZVPD basis.

```
109
Properties=species:S:1:pos:R:3:mulliken_charge:R:1
Sr -1.1403 0.1096 -0.7112 1.973
Cl -2.7893 2.3224 -2.0277 1.631
S -3.2261 -2.3459 -0.9042 0.057
P 2.5875 0.3902 -1.0216 -0.033
O -3.2580 3.6827 -2.1329 -0.756
O -3.0873 1.8095 -0.7171 -0.525
O -1.3654 2.2740 -2.1396 -0.650
O -1.1561 -1.2807 -2.6890 -0.832
O -3.4029 1.5170 -3.0333 -0.693
N -1.1098 2.4770 1.6223 1.114
N -2.5624 0.1671 2.2184 0.808
N -1.5710 -2.4746 -3.0093 0.647
N 0.4230 -3.9413 -0.3939 -0.544
N -0.3314 -2.0679 1.0357 -0.234
N 1.2394 0.2730 -0.3250 0.030
N -1.4558 -5.1263 0.3808 -0.384
N 0.1083 -6.1131 -1.0194 -0.413
C -0.3131 -5.0157 -0.3381 0.493
C -4.6007 -1.1550 1.7478 0.932
C -1.5978 -1.7042 4.0256 -1.373
C 2.7330 -0.2960 -2.7309 0.196
C 1.4626 1.7975 2.6298 -0.993
C -4.7775 -3.3525 2.7495 -0.973
C 3.2370 -0.2278 -5.0920 -0.724
C 5.1615 -0.8972 -0.8569 -0.404
C 0.0205 -2.9123 0.3254 0.394
C -2.5671 -3.0902 -2.2859 -0.176
C 3.1778 0.3987 -3.8507 -0.211
C -2.9987 -4.3477 -2.7646 -0.849
C 6.1417 -1.6024 -0.1668 -0.753
C 1.1958 3.1420 2.0045 1.616
C 3.9829 -0.5175 -0.2171 0.124
C -5.2771 -2.3584 1.9300 -0.760
C -2.8040 1.2670 2.7971 0.534
C -4.0120 1.5417 3.6596 -2.032
C 0.6466 5.6433 0.9013 -1.036
C -5.1910 -0.1044 0.8385 -1.229
C -3.3831 -0.9717 2.4064 -0.253
C 2.1977 4.0956 1.8728 -0.962
C 3.2592 2.0940 -1.2407 0.443
C -1.0380 -3.0492 -4.1115 -0.492
C -1.7781 2.3572 2.6894 0.681
C 2.7077 4.3714 -1.8409 -0.640
C 4.5795 2.4821 -1.0310 -0.465
C -0.3804 4.7123 1.0070 1.091
C 2.8642 -1.5586 -5.2204 -0.492
C 4.9619 3.8073 -1.2226 -0.701
C 1.9329 5.3409 1.3235 -1.007
C -3.5760 -3.1455 3.4188 -1.057
C -1.5940 3.2105 3.9231 -2.064
C -1.7806 5.0435 0.5628 -1.103
C 2.4142 -2.2603 -4.1069 -0.736
C 5.9484 -1.9398 1.1663 -0.501
C -0.0893 3.4578 1.5498 -0.770
C 4.0290 4.7485 -1.6378 -0.575
C 2.3214 3.0551 -1.6308 -0.295
C 4.7701 -1.5808 1.8091 -0.794
C -2.8703 -1.9636 3.2616 1.456
C 2.3394 -1.6303 -2.8733 -0.055
C -2.4528 -4.9421 -3.8770 -0.373
C 3.7902 -0.8768 1.1165 -0.214
C -1.4375 -4.2766 -4.5652 -0.831
H 7.0539 -1.8961 -0.6725 0.398
H -5.4597 -0.5533 -0.1191 0.453
H -0.2802 -2.4409 -4.5828 0.641
H 1.9711 5.1070 -2.1415 0.417
H -1.7591 -0.9496 4.8032 0.284
H -2.8081 -5.9078 -4.2144 0.373
H -0.9817 -4.6872 -5.4552 0.424
H 5.3109 -0.6464 -1.9017 0.473
H 2.5086 1.7229 2.9336 0.466
H -4.6963 0.6983 3.6482 0.438
H 3.4752 1.4366 -3.7565 0.325
H -1.2483 -2.6180 4.5070 0.413
H 3.5757 0.3253 -5.9597 0.408
H -0.7533 3.8885 3.8024 0.445
H -6.2062 -2.5149 1.3924 0.415
H -4.5287 2.4296 3.2858 0.343
H -2.5072 4.8560 1.3575 0.156
H -0.1880 -7.0201 -0.7091 0.224
H 6.7119 -2.4944 1.6999 0.368
H 2.1141 -3.2979 -4.2039 0.467
H -2.1154 -5.8149 0.0603 0.310
H -5.3161 -4.2847 2.8702 0.400
H 1.2857 2.7556 -1.7522 0.427
H 2.7282 6.0681 1.2157 0.415
H 1.2491 1.0117 1.8955 -0.242
H 5.9901 4.1021 -1.0489 0.366
H -1.8536 6.0933 0.2783 0.468
H -6.0979 0.3193 1.2795 0.409
H -1.8962 -4.2391 0.6294 -0.033
H -1.4193 2.5696 4.7919 0.423
H 1.9628 -2.1634 -2.0059 0.252
H 4.6099 -1.8592 2.8437 0.431
H 0.8376 1.6348 3.5145 0.300
H 3.2024 3.8498 2.1995 0.311
H 4.3301 5.7787 -1.7891 0.354
H -0.8231 -1.3375 3.3543 0.128
H -3.8048 -4.8166 -2.2170 0.510
H 2.9186 -2.0465 -6.1864 0.350
H 5.3136 1.7522 -0.7114 0.398
H 0.4289 6.6176 0.4769 0.354
H -2.0815 4.4365 -0.2910 0.037
H -4.4975 0.7044 0.6310 -0.211
H -2.4941 3.7961 4.1252 0.446
H -3.1786 -3.9102 4.0769 0.359
H 2.8427 -0.6220 1.5778 0.155
H -3.7160 1.7438 4.6910 0.435
H 1.0312 -6.0399 -1.4114 0.256
```

Results
total charge: -1
highest occupied orbital energy: -4.6 eV
energy relative to the best compared isomer or geometry (same formula, charge and spin): 0.000 eV
frontier orbital gap: 6.78 eV
E_LUMO: 0.0806 Ha
DFT total energy: -103066.7475 eV
spin multiplicity: 1